Record 1
Molecular formula: C22H50Cl10N2
Method: DFT, wB97M-V/def2-TZVPD

XYZ file:
```
84
Properties=species:S:1:pos:R:3:forces:R:3:mulliken_charge:R:1
Cl -0.779 -0.149 -0.873 -0.2314 -0.3037 -0.2319 -0.266
C 0.721 -0.575 -0.016 0.6386 2.2244 -0.8097 0.076
C 0.915 0.567 0.977 1.9167 0.0723 0.7924 0.145
Cl 2.550 0.363 1.866 -0.4063 -0.1126 -0.6166 -0.254
H 1.551 -0.596 -0.704 0.2414 0.8883 -0.7102 -0.274
H 0.766 -1.595 0.203 -0.8351 -1.4898 1.7173 0.607
H 0.275 0.559 1.857 -0.5607 0.2625 -0.6115 -0.410
H 1.062 1.579 0.487 -0.7616 -1.4196 0.4741 0.321
Cl 0.441 1.683 4.603 -0.1483 -0.3070 -0.0788 -0.108
C 0.768 3.362 5.079 0.8478 -0.1815 0.3887 -0.472
C 0.914 4.193 3.860 11.9591 1.1697 3.6074 0.385
Cl 0.844 5.893 4.092 -0.0186 1.3818 0.5918 -0.190
H 1.661 3.320 5.689 -0.0937 0.2448 0.2880 0.344
H -0.087 3.741 5.588 -0.5564 0.0418 0.8432 0.324
H 0.228 3.960 3.340 -9.0008 -2.8617 -7.5094 -0.222
H 1.987 3.954 3.226 -3.0834 0.4439 1.8772 -0.041
Cl 2.568 1.770 -2.826 -1.0126 0.0152 0.3133 -0.124
C 4.167 1.231 -3.185 0.1992 -3.2197 -4.3530 -0.337
C 4.278 -0.435 -3.296 1.3937 1.4774 1.4843 0.096
Cl 4.318 -0.895 -1.520 -0.5831 -0.3513 -0.2094 -0.191
H 4.855 1.586 -2.504 1.3133 0.5573 1.5364 0.174
H 4.419 1.631 -4.213 -0.2043 -0.3701 1.1240 0.342
H 5.343 -0.851 -3.547 -2.2613 1.2260 -0.4631 0.410
H 3.403 -0.923 -3.798 1.0278 0.5485 0.4394 -0.400
Cl -1.940 3.013 1.286 0.4757 0.4047 0.8357 -0.131
C -3.359 2.172 0.631 -0.7268 3.3693 -0.3119 -0.045
C -4.036 3.289 -0.296 -0.5540 -2.1454 0.8391 -0.433
Cl -5.417 2.561 -1.161 -0.5626 -0.2806 -0.0778 -0.238
H -4.060 1.897 1.366 -0.6581 0.0796 1.4171 -0.030
H -2.917 1.254 0.391 0.0656 -1.1570 -2.0198 0.159
H -3.421 3.566 -1.089 1.4257 0.6409 -0.9470 0.366
H -4.448 4.189 0.201 0.6574 -0.8547 0.3013 0.315
Cl 2.195 5.275 0.537 -0.2774 0.8410 -0.0258 -0.160
C 3.854 4.762 0.673 3.3453 0.0319 -2.8914 -0.294
C 4.075 3.701 -0.415 -2.1261 -6.5574 9.1063 -0.521
Cl 5.645 2.984 -0.358 1.4191 -0.2021 0.2574 -0.216
H 3.947 4.204 1.572 0.5373 0.3753 1.1819 0.294
H 4.851 5.542 0.356 -3.4414 -1.6113 1.6697 0.287
H 3.931 3.992 -1.269 -1.6284 3.4772 -9.1839 0.781
H 3.263 2.616 -0.321 2.2252 3.6651 0.0845 -0.140
C 0.884 -4.543 -1.801 -1.2429 0.8087 -1.6332 -1.206
C 2.115 -3.985 -2.660 -4.9079 -3.2150 -2.8270 -0.058
N 1.643 -3.819 -4.151 5.7781 -2.0614 -0.5499 0.031
C 0.720 -2.863 -4.537 -2.7532 -1.8565 2.0164 -1.062
C 0.765 -1.621 -3.809 -1.5918 6.7367 -0.2377 -0.340
C 2.792 -3.647 -5.160 1.7256 -3.1864 4.8090 -0.450
C 3.787 -4.878 -5.274 -0.2088 1.8795 1.3447 -1.445
H 0.830 -4.512 -0.666 0.7820 -0.1685 -1.5397 0.290
H 0.787 -5.507 -2.269 -0.2775 -0.9983 0.7819 0.424
H -0.096 -4.073 -2.166 1.3877 -0.0819 0.6119 0.235
H 2.863 -4.729 -2.630 1.0873 -0.3805 -0.1678 0.615
H 2.310 -3.127 -2.252 2.1434 5.0119 2.0116 -0.150
H -0.191 -3.441 -4.404 -1.2112 0.7290 0.5664 0.456
H 0.637 -2.703 -5.572 0.7235 0.2137 -1.4267 0.567
H 1.218 -1.335 -2.829 0.1079 -1.3999 -0.6897 -0.237
H -0.291 -1.228 -3.649 1.0175 -0.4994 -0.1634 0.300
H 1.153 -0.745 -4.514 -0.3843 -1.6158 1.3312 0.242
H 3.445 -2.778 -5.123 0.0597 0.5362 0.9148 0.091
H 2.404 -3.560 -6.069 -2.3391 0.1417 -3.7007 0.623
H 4.119 -4.673 -6.252 1.4786 -0.0400 -1.1992 0.494
H 3.412 -5.877 -5.334 -0.8721 -0.4440 0.4127 0.324
H 4.599 -4.818 -4.512 -0.4869 -0.1183 -0.7448 0.294
C -3.622 1.159 4.755 -2.0047 1.3296 -1.5222 -1.059
C -4.534 0.122 4.001 7.3869 -0.3604 -0.6923 -1.756
N -4.067 -0.342 2.669 -2.6173 0.5240 0.1365 0.691
C -2.771 -0.969 2.589 -0.8608 8.2479 -3.0188 -0.134
C -2.230 -1.637 3.646 4.2023 -4.7488 5.2839 -1.890
C -5.111 -1.169 2.079 1.2373 -0.2406 -2.4602 -0.364
C -6.219 -0.346 1.563 -0.4491 -0.7297 -4.3945 -1.051
H -2.642 0.795 4.985 0.7613 0.0044 -0.5398 0.208
H -4.063 1.293 5.728 -0.4218 0.1341 0.4971 0.450
H -3.673 2.220 4.263 0.5698 -2.0455 0.6912 0.141
H -5.478 0.312 4.052 -5.7384 2.1771 -0.5794 1.093
H -4.524 -0.750 4.549 0.3641 -2.2372 2.1216 0.724
H -2.138 -0.008 2.666 -0.4159 -0.6262 -0.6415 -0.040
H -2.679 -1.110 1.506 0.5708 -1.5084 0.5258 0.568
H -2.427 -1.596 4.754 -0.7181 1.3999 -1.1979 0.279
H -1.130 -1.526 3.643 -0.1887 0.2366 -0.0246 0.338
H -2.258 -2.679 3.617 -0.5195 -2.3905 -0.6010 0.507
H -5.557 -1.885 2.783 0.6189 -0.8391 -0.3590 0.349
H -4.653 -1.475 1.050 -0.5111 -0.9749 2.2068 0.188
H -7.041 -0.912 0.904 2.0041 1.1458 1.4265 0.308
H -5.753 0.491 1.008 -0.5676 -0.5057 -0.2647 0.061
H -6.663 0.085 2.333 -2.6741 2.0029 3.3667 0.422
```
Forces are in eV/Å.

* HOMO level: -8.267 eV
* 2S+1: 1
* E_LUMO: 0.566 eV
* net charge: 0
* energy above the lowest of the compared OMol25 structures with the same formula, charge and spin: 10.141 eV
* gap between HOMO and LUMO: 8.83 eV
* total energy: -151818.413 eV

Record 2
Molecular formula: C6H13NO2
Method: DFT, wB97M-V/def2-TZVPD

XYZ file:
```
22
Properties=species:S:1:pos:R:3:forces:R:3:mulliken_charge:R:1
C 0.359 -0.143 1.703 -0.0995 0.2298 -0.1444 1.094
C -1.117 0.368 -2.747 0.0286 0.0527 0.0164 0.255
C -0.368 -0.835 0.585 0.0414 0.1426 0.1228 -0.928
C -0.439 0.452 2.840 0.1660 -0.2105 -0.3099 -1.564
C 0.117 0.210 -3.207 -0.0355 -0.0780 -0.1283 -1.157
N 1.599 -0.724 2.145 0.0834 -0.0924 -0.0017 -0.695
C 0.278 0.513 0.343 -0.1927 -0.0819 -0.0131 -0.160
O -1.944 -0.615 -2.335 -0.1857 0.0395 0.0194 -0.461
O 1.449 0.573 -0.411 0.3108 -0.0511 0.0786 -0.548
H -1.504 -1.468 -2.422 0.0467 -0.0603 0.0123 0.310
H -1.586 1.340 -2.658 -0.0098 -0.0156 0.0170 0.358
H 2.159 -0.981 1.339 0.0482 0.0552 0.0683 0.286
H 2.128 -0.036 2.672 0.0143 -0.0316 -0.1024 0.270
H -0.379 1.369 0.214 -0.0253 0.0053 0.1049 0.325
H -1.442 -0.891 0.614 -0.2215 0.0013 0.0338 0.207
H 0.116 -1.695 0.149 0.1671 -0.0905 -0.0780 0.298
H 0.112 1.267 3.305 0.0517 0.1354 0.0730 0.391
H -1.389 0.834 2.482 -0.1251 0.0832 -0.0045 0.335
H -0.623 -0.312 3.592 -0.0626 -0.0675 0.0839 0.374
H 0.562 -0.766 -3.315 0.0621 -0.2473 0.0031 0.299
H 0.694 1.050 -3.539 0.0641 0.2937 -0.0846 0.381
H 1.218 0.487 -1.349 -0.1266 -0.0118 0.2332 0.330
```
Forces are in eV/Å.

* HOMO level: -8.605 eV
* 2S+1: 1
* E_LUMO: 0.805 eV
* net charge: 0
* energy above the lowest of the compared OMol25 structures with the same formula, charge and spin: 2.596 eV
* gap between HOMO and LUMO: 9.41 eV
* SMILES string: C[C@@]1(N)C[C@@H]1O.C=CO
* total energy: -12016.129 eV

Record 3
Molecular formula: C3H3N3O2
Method: DFT, wB97M-V/def2-TZVPD

XYZ file:
```
11
Properties=species:S:1:pos:R:3:forces:R:3:mulliken_charge:R:1
C 1.113 -1.132 -0.162 1.2791 -0.6564 0.2671 0.646
C -0.424 1.304 -0.670 1.0739 -0.4803 -0.0892 0.096
C 0.201 -0.897 1.090 0.3419 1.0508 -0.6041 -0.134
H -0.611 2.347 -0.653 -1.2147 0.8318 0.3518 0.371
H -2.136 0.762 0.074 -2.5872 1.1030 0.3448 0.308
H 0.549 -1.168 2.181 -0.9297 0.0601 -2.6318 0.308
N 0.774 1.127 -1.067 -1.7444 -0.5471 0.7060 -0.412
N -1.344 0.290 -0.187 2.6823 1.3297 -2.4294 -0.160
N -0.941 -0.314 0.924 1.6967 -2.0491 3.1981 -0.369
O 1.881 -2.076 -0.275 -2.0564 2.2638 0.2449 -0.492
O 0.937 -0.243 -1.255 1.4585 -2.9064 0.6418 -0.163
```
Forces are in eV/Å.

* HOMO level: -9.841 eV
* 2S+1: 1
* E_LUMO: -0.037 eV
* net charge: 0
* energy above the lowest of the compared OMol25 structures with the same formula, charge and spin: 5.357 eV
* gap between HOMO and LUMO: 9.80 eV
* SMILES string: O=C1C=NNC=NO1
* total energy: -11720.600 eV

Record 4
Molecular formula: C8H13BaFNO3RbS
Method: DFT, wB97M-V/def2-TZVPD

XYZ file:
```
29
Properties=species:S:1:pos:R:3:forces:R:3:mulliken_charge:R:1
Rb -3.466 4.222 -3.030 -0.4344 0.1727 0.6980 1.005
Ba -0.062 2.749 -4.221 0.0532 -0.5994 1.7727 1.741
F -1.081 3.291 -1.982 0.2345 -0.1499 -2.1782 -0.862
O -1.280 -0.483 1.280 -0.7363 -0.5510 -0.4109 -0.671
S -0.387 0.334 2.019 0.1108 -0.1713 0.4583 1.297
O -0.785 0.988 3.211 -0.3918 0.2687 0.4773 -0.633
O 0.863 -0.553 2.274 0.5011 -0.2330 0.2933 -0.311
C 1.823 -0.119 3.298 0.5128 0.0660 -0.1816 -0.260
C 1.428 -0.613 4.650 -0.7219 -0.4775 0.1843 -1.072
C 0.223 1.514 0.923 0.6267 0.6710 -1.0206 -0.942
H 1.940 0.966 3.267 -0.1761 -0.0012 -0.0617 0.282
H 2.764 -0.560 2.973 -0.0595 -0.0211 -0.0774 0.327
H 0.473 -0.183 4.953 0.2019 0.1148 0.1033 0.308
H 2.190 -0.395 5.392 0.0859 0.0813 0.0153 0.370
H 1.274 -1.695 4.607 0.1828 0.0363 0.0667 0.307
H -0.600 1.867 0.308 -0.1033 0.3172 0.2490 0.234
H 0.934 1.023 0.257 0.0600 0.0085 0.0849 0.317
H 0.707 2.323 1.461 -0.0312 0.0793 -0.0174 0.418
N -0.558 0.152 -3.413 0.0539 0.8128 -0.1795 -0.354
C -0.409 -0.883 -4.253 0.4509 0.5099 -0.2641 -0.232
C -0.410 -2.176 -3.824 -0.2180 -0.8951 0.3301 -0.556
C -0.648 -2.426 -2.477 -0.3170 -0.4137 -0.0797 -0.294
C -0.854 -1.375 -1.607 -0.1198 -0.3350 0.3202 -0.412
C -0.775 -0.104 -2.109 -0.1002 0.6352 -0.3118 -0.218
H -0.231 -0.653 -5.302 -0.0952 -0.0064 0.0741 0.302
H -0.284 -3.003 -4.506 0.0591 0.0700 -0.1378 0.391
H -0.758 -3.441 -2.115 0.2151 0.0229 -0.0749 0.424
H -1.105 -1.526 -0.565 0.1477 0.0226 -0.0519 0.575
H -0.925 0.759 -1.469 0.0084 -0.0345 -0.0800 0.515
```
Forces are in eV/Å.

* HOMO level: -15.225 eV
* 2S+1: 1
* E_LUMO: -7.895 eV
* net charge: +2
* energy above the lowest of the compared OMol25 structures with the same formula, charge and spin: 0.000 eV
* gap between HOMO and LUMO: 7.33 eV
* total energy: -31028.447 eV